i | A structure of composition C24H31F6N7O8ReS3Si2. Source: the Open Molecules 2025 dataset; level of theory: wB97M-V/def2-TZVPD.

The geometry in ORCA input format:
```
! wB97M-V def2-TZVPD RIJCOSX def2/J DEFGRID3
* xyz 0 4
Re 0.226 -0.283 -0.187
C -2.020 -3.718 -1.100
Si -2.545 -1.980 -0.695
C -2.734 -1.697 1.143
C -4.201 -1.582 -1.483
N -1.300 -0.816 -1.276
C -1.189 -0.332 -2.568
C -1.891 -0.805 -3.688
C -1.685 -0.225 -4.916
C -0.767 0.824 -5.066
C -0.062 1.292 -3.984
C -0.275 0.727 -2.715
N 0.359 1.095 -1.539
Si 1.389 2.584 -1.370
C 1.750 2.902 0.434
C 0.377 4.038 -1.987
C 2.946 2.256 -2.337
H -2.885 -4.381 -1.022
H -1.237 -4.087 -0.439
H -1.633 -3.776 -2.118
H -3.359 -2.501 1.542
H -3.253 -0.756 1.339
H -1.806 -1.707 1.709
H -4.977 -1.896 -0.781
H -4.382 -2.104 -2.421
H -4.333 -0.513 -1.661
H -2.559 -1.648 -3.590
H -2.213 -0.601 -5.782
H -0.597 1.248 -6.046
H 0.678 2.069 -4.114
H 1.248 2.257 1.149
H 1.459 3.930 0.662
H 2.816 2.797 0.636
H -0.383 4.262 -1.233
H -0.125 3.912 -2.943
H 1.021 4.918 -2.060
H 3.481 1.418 -1.886
H 3.605 3.127 -2.311
H 2.757 2.000 -3.380
F 1.893 -3.251 3.523
C 1.658 -4.024 2.484
F 2.621 -4.935 2.388
F 0.487 -4.644 2.656
S 1.573 -3.139 0.854
O 0.451 -2.180 0.976
O 1.370 -4.223 -0.045
N 2.949 -2.451 0.675
S 3.390 -0.968 0.544
O 2.260 -0.014 0.600
O 4.288 -0.785 -0.544
C 4.398 -0.579 2.085
F 4.247 -1.534 2.986
F 5.677 -0.527 1.722
F 4.050 0.594 2.579
N -3.476 -2.271 6.979
C -2.478 -1.676 6.226
C -1.872 -2.375 5.177
C -0.906 -1.766 4.403
C -0.533 -0.453 4.658
C -1.134 0.254 5.687
C -2.097 -0.354 6.470
S 0.695 0.307 3.655
O 0.923 1.627 4.170
O 1.804 -0.603 3.521
N 0.043 0.387 2.162
C -1.060 1.121 1.959
N -1.314 1.065 0.639
C -2.348 1.718 0.121
C -3.165 2.449 0.957
C -2.837 2.437 2.318
N -1.805 1.796 2.839
H -3.492 -3.277 6.984
H -3.651 -1.866 7.883
H -2.162 -3.399 4.976
H -0.435 -2.313 3.599
H -0.844 1.280 5.862
H -2.565 0.197 7.276
H -2.499 1.636 -0.949
H -4.015 2.997 0.584
H -3.456 2.985 3.020
O 1.297 -1.345 -1.460
O 0.769 -2.322 -2.145
*
```

Computed properties:
expectation value of S²	3.77
HOMO level (alpha / beta)	-8.01 / -8.38	eV
gap between HOMO and LUMO (alpha / beta)	6.6058 / 6.7009	eV



ii | A structure of composition C24H31F6N7O8ReS3Si2. Source: the Open Molecules 2025 dataset; level of theory: wB97M-V/def2-TZVPD.

The geometry in ORCA input format:
```
! wB97M-V def2-TZVPD RIJCOSX def2/J DEFGRID3
* xyz 0 4
Re -0.761 0.163 0.196
C -1.106 -2.734 3.655
Si -2.215 -1.443 2.834
C -3.341 -0.447 3.993
C -3.433 -2.396 1.762
N -1.104 -0.170 2.134
C -0.341 0.543 3.005
C -0.231 0.344 4.396
C 0.578 1.152 5.149
C 1.288 2.212 4.556
C 1.192 2.449 3.214
C 0.402 1.608 2.399
N 0.252 1.701 1.069
Si 0.795 3.228 0.229
C 0.690 3.308 -1.644
C 2.638 3.487 0.641
C -0.203 4.628 1.021
H -1.696 -3.405 4.284
H -0.305 -2.317 4.262
H -0.643 -3.325 2.867
H -3.972 -1.129 4.568
H -4.000 0.181 3.389
H -2.821 0.204 4.694
H -3.732 -3.281 2.329
H -3.001 -2.728 0.825
H -4.337 -1.826 1.545
H -0.776 -0.452 4.877
H 0.673 0.976 6.212
H 1.919 2.844 5.166
H 1.748 3.257 2.766
H 1.046 2.404 -2.130
H 1.320 4.132 -1.986
H -0.326 3.490 -1.986
H 3.084 2.566 1.014
H 2.784 4.272 1.386
H 3.187 3.796 -0.252
H -1.255 4.546 0.752
H 0.162 5.589 0.651
H -0.133 4.633 2.109
F -4.258 0.403 0.627
C -4.549 0.189 -0.652
F -5.613 -0.611 -0.673
F -4.850 1.326 -1.251
S -3.216 -0.718 -1.651
O -2.177 -1.228 -0.741
O -3.983 -1.726 -2.296
N -2.648 0.356 -2.656
S -1.138 0.342 -3.063
O -0.196 0.218 -1.936
O -0.825 1.352 -4.006
C -0.887 -1.244 -4.013
F -1.709 -1.245 -5.055
F 0.368 -1.308 -4.448
F -1.134 -2.322 -3.272
N 4.759 0.690 -5.198
C 4.103 0.318 -4.052
C 3.879 -1.035 -3.765
C 3.303 -1.420 -2.573
C 2.910 -0.458 -1.650
C 3.125 0.885 -1.923
C 3.707 1.276 -3.112
S 2.380 -0.877 -0.003
O 3.104 -2.044 0.415
O 2.553 0.324 0.772
N 0.730 -1.219 0.152
C 0.366 -2.500 -0.254
N -0.613 -3.083 0.439
C -0.988 -4.300 0.078
C -0.390 -4.987 -0.963
C 0.629 -4.309 -1.609
N 0.999 -3.085 -1.272
H 4.873 0.016 -5.932
H 4.758 1.656 -5.466
H 4.182 -1.781 -4.490
H 3.169 -2.461 -2.342
H 2.851 1.615 -1.178
H 3.880 2.326 -3.314
H -1.788 -4.739 0.666
H -0.696 -5.979 -1.259
H 1.173 -4.754 -2.438
O -2.088 1.395 -0.199
O -2.084 2.682 -0.394
*
```

Computed properties:
expectation value of S²	3.91
HOMO level (alpha / beta)	-7.93 / -8.13	eV
gap between HOMO and LUMO (alpha / beta)	6.8126 / 5.9558	eV



Tell me which of them is the most stable. Sure, it is i.



i | An isolated molecule of C2H4Si. Source: the Open Molecules 2025 dataset; level of theory: wB97M-V/def2-TZVPD.

The geometry in ORCA input format:
```
! wB97M-V def2-TZVPD RIJCOSX def2/J DEFGRID3
* xyz 0 1
C -0.331 0.341 -0.918
C 1.022 -0.113 -0.286
Si -0.448 -0.160 0.838
H -0.302 0.651 -2.018
H 1.967 -0.189 -0.931
H -0.425 0.701 2.102
H -1.483 -1.230 1.212
*
```

Computed properties:
SMILES string	C1=C[SiH2]1
HOMO level	-9.61	eV
gap between HOMO and LUMO	10.3378	eV



ii | A cluster of 2 separate species, C2H4Si in total. Source: the Open Molecules 2025 dataset; level of theory: wB97M-V/def2-TZVPD.

The geometry in ORCA input format:
```
! wB97M-V def2-TZVPD RIJCOSX def2/J DEFGRID3
* xyz 0 1
C 0.165 0.584 1.822
C -0.346 1.658 1.721
Si 0.422 -2.057 -2.228
H 0.622 -0.361 1.904
H -0.799 2.603 1.640
H -0.632 -1.316 -1.495
H 0.568 -1.112 -3.364
*
```

Computed properties:
HOMO level	-8.71	eV
gap between HOMO and LUMO	7.6474	eV



Tell me which of them is the most stable. Sure, it is i.



i | A cluster of 8 separate species, C6H28O8 in total. Source: the Open Molecules 2025 dataset; level of theory: wB97M-V/def2-TZVPD.

The geometry in ORCA input format:
```
! wB97M-V def2-TZVPD RIJCOSX def2/J DEFGRID3
* xyz 0 1
O 1.429 1.762 -1.858
H 1.152 2.669 -1.846
H 2.286 1.590 -1.511
H 0.631 1.097 -1.425
O -0.249 0.235 -0.586
H 0.166 -0.178 0.225
C -3.298 1.554 -1.802
O -1.913 1.779 -2.057
H -3.618 0.865 -2.429
H -4.003 2.346 -1.849
H -3.362 1.106 -0.763
H -1.500 1.101 -1.408
C -0.811 0.656 2.716
O -1.169 1.572 1.657
H -0.968 -0.375 2.565
H -1.448 0.936 3.477
H 0.265 0.650 3.051
H -0.803 1.072 0.857
C 3.146 -1.413 1.275
O 2.901 -1.993 2.482
H 3.291 -2.331 0.695
H 4.157 -0.797 1.044
H 2.255 -1.015 0.776
H 2.123 -2.624 2.548
C -1.663 -2.060 -3.194
O -0.295 -1.563 -2.867
H -1.618 -3.056 -2.571
H -1.732 -2.287 -4.294
H -2.330 -1.430 -2.615
H -0.291 -0.800 -2.336
C -1.533 -2.509 0.710
O -2.406 -1.467 0.377
H -1.599 -2.661 1.891
H -0.521 -2.204 0.571
H -1.685 -3.488 0.196
H -2.024 -0.539 0.284
C 2.507 2.286 1.551
O 3.226 2.476 0.370
H 2.874 1.559 2.230
H 1.637 1.913 1.362
H 2.532 3.141 1.840
H 4.251 2.428 0.678
*
```

Computed properties:
HOMO level	-9.42	eV
gap between HOMO and LUMO	9.2915	eV



ii | A cluster of 8 separate species, C6H28O8 in total. Source: the Open Molecules 2025 dataset; level of theory: wB97M-V/def2-TZVPD.

The geometry in ORCA input format:
```
! wB97M-V def2-TZVPD RIJCOSX def2/J DEFGRID3
* xyz 0 1
C -2.618 -0.885 2.062
C -1.996 0.430 1.622
O -2.578 0.889 0.442
H -2.598 -1.610 1.248
H -3.682 -0.696 2.204
H -2.145 -1.196 2.993
H -0.923 0.272 1.514
H -2.135 1.131 2.446
H -2.086 1.663 0.158
C -2.800 -1.600 -2.062
O -3.829 -1.947 -2.846
H -2.170 -1.040 -2.754
H -3.005 -1.016 -1.164
H -2.369 -2.492 -1.609
H -3.960 -1.166 -3.388
C 1.607 0.721 2.635
O 2.757 0.897 3.421
H 0.824 1.463 2.792
H 1.910 1.015 1.631
H 1.164 -0.274 2.598
H 3.465 0.261 3.297
C 0.569 -0.819 -1.607
O 1.531 -0.645 -0.550
H 0.879 -0.394 -2.562
H 0.613 -1.878 -1.862
H -0.385 -0.368 -1.333
H 1.997 -1.464 -0.366
C 0.281 3.045 -0.307
O -1.043 3.567 -0.197
H 0.618 2.713 0.675
H 0.363 2.220 -1.016
H 0.852 3.852 -0.766
H -1.522 3.350 -1.001
O -0.789 1.830 -4.183
H -0.729 2.343 -4.989
H 0.121 1.689 -3.920
O 3.996 -2.584 0.137
H 4.187 -2.480 -0.795
H 4.557 -3.307 0.418
O 3.975 -1.673 2.544
H 3.095 -1.926 2.825
H 4.003 -1.893 1.613
*
```

Computed properties:
SMILES string	CCO.CO.CO.CO.CO.O.O.O
HOMO level	-9.65	eV
gap between HOMO and LUMO	9.5915	eV



Tell me which of them is the most stable. Sure, it is ii.



i | An isolated molecule of C4H7NOSi. Source: the Open Molecules 2025 dataset; level of theory: wB97M-V/def2-TZVPD.

The geometry in ORCA input format:
```
! wB97M-V def2-TZVPD RIJCOSX def2/J DEFGRID3
* xyz 0 1
C -3.021 1.375 1.425
C -2.206 0.577 1.024
C -1.270 -0.402 0.534
O -1.502 -1.573 0.583
C -0.088 0.244 -0.104
Si 1.238 -1.005 -0.721
N 2.682 -0.129 -1.058
H -3.650 2.152 1.727
H 0.380 0.887 0.676
H -0.555 0.699 -0.996
H 1.575 -1.745 0.392
H 0.597 -1.785 -1.697
H 3.346 -0.072 -0.325
H 2.474 0.775 -1.461
*
```

Computed properties:
SMILES string	C#CC(=O)C[SiH2]N
HOMO level	-9.80	eV
gap between HOMO and LUMO	10.2653	eV



ii | An isolated molecule of C4H7NOSi. Source: the Open Molecules 2025 dataset; level of theory: wB97M-V/def2-TZVPD.

The geometry in ORCA input format:
```
! wB97M-V def2-TZVPD RIJCOSX def2/J DEFGRID3
* xyz 0 1
O 3.546 1.393 -0.053
C 2.926 0.405 -0.023
C 2.292 -0.731 0.042
C 0.925 -1.247 -0.043
C -0.333 -0.767 -0.001
N -0.871 0.485 0.211
Si -2.485 1.048 -0.047
H 3.034 -1.525 0.124
H 0.947 -2.325 -0.156
H -1.116 -1.507 -0.118
H -0.155 1.190 0.340
H -3.380 -0.082 0.182
H -2.662 2.095 0.956
H -2.669 1.567 -1.412
*
```

Computed properties:
SMILES string	O=C=C/C=C\N[SiH3]
HOMO level	-7.58	eV
gap between HOMO and LUMO	8.2142	eV



Tell me which of them is the most stable. Sure, it is ii.



i | A cluster of 2 separate species, C4H4NO in total. Source: the Open Molecules 2025 dataset; level of theory: wB97M-V/def2-TZVPD.

The geometry in ORCA input format:
```
! wB97M-V def2-TZVPD RIJCOSX def2/J DEFGRID3
* xyz 1 1
C 0.132 -0.087 -0.016
C -2.109 0.786 0.658
C -0.017 0.917 -0.891
C 3.015 -2.023 0.002
N -1.039 0.609 0.068
O 3.939 -2.370 -0.527
H -2.149 0.069 1.447
H -2.898 1.515 0.507
H 0.460 1.629 -1.592
H 0.665 -1.046 0.345
*
```

Computed properties:
HOMO level	-15.63	eV
gap between HOMO and LUMO	10.8188	eV



ii | A cluster of 2 separate species, C4H4NO in total. Source: the Open Molecules 2025 dataset; level of theory: wB97M-V/def2-TZVPD.

The geometry in ORCA input format:
```
! wB97M-V def2-TZVPD RIJCOSX def2/J DEFGRID3
* xyz 1 1
C -1.103 -0.442 0.554
C 2.022 0.064 -0.319
C -1.739 0.458 -0.100
C -0.566 -1.344 1.181
N 1.812 0.989 -1.048
O 1.890 -0.520 0.680
H -1.332 1.006 -0.973
H -2.710 0.904 0.339
H 1.837 0.984 -2.084
H -0.111 -2.101 1.769
*
```

Computed properties:
HOMO level	-14.97	eV
gap between HOMO and LUMO	6.7054	eV



Tell me which of them is the most stable. Sure, it is i.



i | A cluster of 2 separate species, C8H16Si in total. Source: the Open Molecules 2025 dataset; level of theory: wB97M-V/def2-TZVPD.

The geometry in ORCA input format:
```
! wB97M-V def2-TZVPD RIJCOSX def2/J DEFGRID3
* xyz 0 1
C -1.102 -2.459 -2.324
C -1.015 -0.988 -2.150
Si -0.055 -0.061 -0.968
C -0.156 1.959 -0.850
C 1.182 2.645 -0.590
C 0.894 -0.756 0.537
C 0.530 -2.214 0.778
H -0.396 -3.019 -1.815
H -2.036 -2.682 -1.901
H -1.299 -2.784 -3.343
H -1.786 -0.386 -2.545
H -0.574 2.244 -1.791
H -0.975 2.169 -0.216
H 1.817 2.265 -1.375
H 0.946 3.688 -0.624
H 1.607 2.542 0.320
H 1.965 -0.746 0.320
H 0.585 -0.242 1.467
H -0.497 -2.309 0.690
H 1.136 -3.035 0.337
H 0.850 -2.494 1.799
C -0.636 1.129 3.433
C -0.351 2.234 3.659
H -0.648 0.112 3.258
H 0.014 3.188 3.893
*
```

Computed properties:
SMILES string	CC=[Si](CC)CC.C#C
HOMO level	-7.36	eV
gap between HOMO and LUMO	8.1475	eV



ii | A cluster of 2 separate species, C8H16Si in total. Source: the Open Molecules 2025 dataset; level of theory: wB97M-V/def2-TZVPD.

The geometry in ORCA input format:
```
! wB97M-V def2-TZVPD RIJCOSX def2/J DEFGRID3
* xyz 0 1
C -2.022 -0.654 -0.300
C -2.684 -0.060 0.688
C -1.197 -1.793 -0.693
C -1.002 -0.414 -1.235
C -1.648 -2.931 -1.715
C 0.990 2.845 0.099
C 3.061 0.589 -0.103
C 0.653 0.492 2.011
Si 1.311 1.012 0.369
H -2.872 1.003 0.735
H -3.050 -0.620 1.660
H -0.469 -2.160 0.084
H -0.759 -0.132 -2.333
H -0.906 -3.178 -2.445
H -2.421 -2.555 -2.300
H -1.952 -3.897 -1.120
H 0.041 3.289 0.167
H 1.553 3.510 0.795
H 1.303 3.147 -0.921
H 3.338 -0.508 -0.218
H 3.539 1.169 -0.987
H 3.751 0.900 0.820
H 1.375 0.622 2.818
H -0.410 0.849 2.164
H 0.476 -0.524 1.959
*
```

Computed properties:
HOMO level (alpha / beta)	-7.16 / -6.61	eV
gap between HOMO and LUMO (alpha / beta)	7.2137 / 6.4865	eV



Tell me which of them is the most stable. Sure, it is i.



i | A cluster of 2 separate species, C7H18N2 in total. Source: the Open Molecules 2025 dataset; level of theory: wB97M-V/def2-TZVPD.

The geometry in ORCA input format:
```
! wB97M-V def2-TZVPD RIJCOSX def2/J DEFGRID3
* xyz 0 1
C 0.343 -2.408 -1.314
C -0.530 -1.574 -0.406
N -1.191 -2.365 0.571
C -1.156 -0.407 -0.864
N -1.024 0.001 -2.234
H 1.105 -1.795 -1.799
H 0.857 -3.178 -0.737
H -0.244 -2.894 -2.100
H -2.196 -2.368 0.694
H -0.893 -2.310 1.539
H -2.166 -0.232 -0.501
H -0.097 -0.177 -2.598
H -1.212 0.990 -2.346
C 1.089 2.342 -0.108
C 0.461 1.241 0.727
C -0.389 1.762 1.873
C 1.311 0.095 1.025
H 1.802 2.922 0.485
H 0.337 3.040 -0.483
H 1.640 1.931 -0.956
H -0.416 0.644 -0.077
H -1.181 2.422 1.511
H -0.860 0.939 2.413
H 0.215 2.332 2.585
H 1.559 -0.060 2.075
H 2.193 -0.024 0.398
H 0.644 -0.870 0.626
*
```

Computed properties:
SMILES string	C/C(N)=C\N.CC(C)C
HOMO level	-7.39	eV
gap between HOMO and LUMO	8.2049	eV



ii | A cluster of 2 separate species, C7H18N2 in total. Source: the Open Molecules 2025 dataset; level of theory: wB97M-V/def2-TZVPD.

The geometry in ORCA input format:
```
! wB97M-V def2-TZVPD RIJCOSX def2/J DEFGRID3
* xyz 0 1
C 0.794 -2.643 -0.512
C 0.267 -1.543 0.399
N 0.442 -1.893 1.796
C -1.140 -1.071 0.057
N -1.523 -0.989 -1.340
H 0.140 -3.518 -0.471
H 0.863 -2.308 -1.546
H 1.785 -2.947 -0.181
H 0.929 -0.594 0.248
H 0.242 -2.867 1.996
H -0.140 -1.363 2.437
H -1.174 0.002 0.432
H -1.879 -1.702 0.570
H -1.485 -1.902 -1.779
H -0.887 -0.374 -1.832
C 1.502 1.294 0.263
C 0.319 1.893 0.024
C -0.098 2.264 -1.371
C -0.457 2.571 1.116
H 1.916 1.259 1.259
H 2.195 1.084 -0.539
H -1.136 1.988 -1.535
H -0.010 3.344 -1.531
H 0.524 1.776 -2.122
H -0.372 3.658 1.035
H -0.103 2.263 2.098
H -1.515 2.320 1.031
*
```

Computed properties:
SMILES string	C[C@H](N)CN.C=C(C)C
HOMO level	-8.28	eV
gap between HOMO and LUMO	9.1769	eV



Tell me which of them is the most stable. Sure, it is ii.